Record 1
ORCA calculation (the ωB97M-V functional and the def2-TZVPD basis) on C26H49AlN5O2 as an isolated structure in a non-equilibrium geometry.

Positions of all 83 atoms, in Å:
Al 2.465681 -1.344109 -2.190627
C 1.605331 1.681761 -1.677417
C 2.440931 1.713911 -2.962897
C 3.621161 2.665861 -2.892187
O 2.571481 0.371511 -3.326087
H 1.095451 2.573211 -1.312117
H 2.172271 1.232811 -0.861877
H 0.767321 1.003971 -1.840017
H 1.844181 1.955071 -3.842567
H 4.292771 2.606791 -3.748667
H 4.016481 2.502561 -1.889617
H 3.240571 3.686581 -2.854957
C 1.880331 -0.129329 1.252623
C 0.748741 -0.648559 0.369933
C -0.467959 0.403731 0.311193
O 1.234091 -0.806679 -0.919837
H 2.725131 -0.797659 1.419233
H 1.455101 0.256321 2.179203
H 2.281621 0.749991 0.748783
H 0.458681 -1.606639 0.801263
H -1.012499 0.471451 1.252993
H -1.205389 -0.013429 -0.374577
H -0.233899 1.378111 -0.117627
C 0.753831 4.306951 -0.230977
C 0.694161 2.856151 0.236453
C 0.771271 2.742651 1.744723
C 1.999311 3.246151 2.406903
N 3.008501 3.572001 2.894213
H 1.697471 4.733511 0.109163
H -0.088939 4.879151 0.156873
H 0.758761 4.450651 -1.311447
H 1.434691 2.168801 -0.172537
H -0.232099 2.384541 -0.091757
H 0.716151 1.685401 2.004103
H 0.064241 3.450871 2.176733
C -5.099209 -1.385149 0.188703
C -4.104449 -0.246469 -0.000497
C -2.629479 -0.704499 -0.193137
C -2.397709 -1.750069 -1.270547
N -2.208859 -2.575469 -2.047107
H -4.702799 -1.957459 1.027393
H -5.277229 -2.072089 -0.638647
H -6.080019 -0.931799 0.332163
H -4.131159 0.494101 0.798853
H -4.528329 0.154141 -0.921337
H -2.192849 -1.068999 0.736703
H -2.046379 0.193611 -0.396757
C -1.367849 1.106831 -1.912767
C -1.855459 0.344141 -3.115157
C -0.728429 -0.174569 -4.074217
C 0.064581 -1.273759 -3.665097
N 0.739941 -2.137849 -3.322307
H -1.013249 2.090751 -2.219797
H -0.467019 0.598301 -1.569257
H -2.049879 1.261351 -1.076667
H -2.507129 1.006021 -3.685557
H -2.501979 -0.445639 -2.732587
H -0.207879 0.725711 -4.400767
H -1.195209 -0.610899 -4.957297
C -0.613829 -1.872739 2.348793
C -1.519979 -1.354569 3.516303
C -2.210179 0.003601 3.188153
C -1.331699 1.061991 2.846783
N -0.711069 1.973461 2.536123
H -0.969209 -1.647069 1.343363
H -0.422399 -2.943039 2.425683
H 0.346021 -1.405599 2.569143
H -0.905759 -1.164959 4.396583
H -2.251799 -2.125969 3.756033
H -2.742279 0.165201 4.125623
H -2.919289 -0.156919 2.376063
C 1.240481 -2.910199 2.333223
C 2.093601 -4.150409 1.933713
C 2.626801 -4.012339 0.468943
C 3.046411 -2.692829 -0.018057
N 3.470781 -1.704159 -0.417617
H 0.343861 -2.751639 1.734043
H 1.733141 -1.949199 2.185343
H 0.891251 -3.058309 3.355083
H 1.527621 -5.052389 2.166503
H 2.948631 -4.236249 2.604273
H 1.865451 -4.303659 -0.254637
H 3.376491 -4.736299 0.149673

Cartesian forces, eV/Å:
-3.6781 5.4799 1.0266
0.2309 0.2146 -3.9851
-1.6383 0.1779 0.5435
-0.5175 -0.5040 0.5264
1.7694 -5.3309 0.7041
1.3866 -0.2524 -3.5112
0.6150 0.0864 -0.8479
1.5544 0.4327 -0.2510
-0.5564 1.0699 0.0190
0.2420 -0.2793 0.3892
1.0375 0.0169 -0.2601
-0.2371 0.0146 -0.1305
0.0003 1.2219 -0.0350
0.6594 1.3779 -0.1792
2.6778 -3.4270 0.9786
0.4989 -1.8041 -2.8491
-0.3604 0.4355 0.2224
0.4756 -0.4774 0.3462
0.2619 -0.1300 0.4039
0.3150 0.9938 -1.7744
0.8531 -0.3529 -1.3641
6.9294 -0.7632 1.8133
0.1695 -3.5460 1.3403
0.7216 0.0152 0.0461
0.2802 2.2215 3.0088
4.8420 4.2722 -1.2972
2.7658 0.0784 -0.8444
-1.7814 -0.4449 -0.4378
-0.0928 0.3177 0.1794
0.0958 -0.0125 0.1516
-0.1551 -0.2401 -0.1459
-0.6783 1.7609 3.0744
0.0826 3.4438 0.3848
1.5908 1.0069 -0.5963
1.1202 0.3556 -0.5519
0.0971 0.0398 1.0331
-0.2321 -1.4990 -1.7424
-4.3317 -1.8343 -0.7880
-0.4808 0.6146 1.9336
0.0709 -0.1824 0.0814
-0.8514 -0.3670 0.3142
0.7211 0.1882 -0.3141
-0.0403 -0.2509 0.7030
-0.1610 -0.0473 -0.0694
0.8033 1.0289 -0.1688
-0.8333 -0.1759 -0.4683
-5.3548 -1.1177 0.0181
1.2342 1.3808 -2.6136
-1.3014 0.0897 0.0039
-2.2600 0.7762 -0.1725
0.9659 0.4034 0.8465
1.8556 -0.2205 0.4533
-0.0615 0.2249 -0.1028
-1.4316 0.1780 -0.8699
-0.3165 0.9403 -1.4712
0.0939 -0.1764 -0.4482
0.2637 0.1712 -0.9875
0.8254 -0.4647 -0.0048
-0.3976 0.3337 -0.3651
-6.2034 2.7330 4.1701
0.1251 0.1985 -1.4738
-0.6711 -2.6549 1.1495
-0.5398 0.3228 1.6334
-9.3241 -2.2722 4.8451
-0.2285 -0.2835 1.0891
-4.6492 1.1612 1.6903
-1.5512 0.7875 -0.1648
0.0918 -0.3235 0.0524
-0.2611 0.3357 0.1335
-0.3276 0.9207 -0.2878
-0.1482 0.2532 0.1818
5.7104 -3.6420 -1.4648
0.8810 1.4800 0.3790
-0.8423 -0.7007 -0.2935
0.4462 -2.1427 1.3056
1.0173 -0.0854 -1.9947
4.6084 -2.8316 -2.1216
0.9163 -1.0545 0.6925
0.5363 -0.0124 -0.0265
-0.0728 -0.1489 -0.8998
0.2586 0.1180 -0.0750
-0.7382 0.2266 0.0181
0.6087 0.1524 0.5641

Properties
- ΔE to the lowest compared entry with this formula, charge and spin (kJ/mol) = 1378.8
- total energy (eV) = -45868.652
- HOMO-LUMO gap (eV) = 5.2
- total charge = +1
- multiplicity = 1
- E_HOMO (Eh) = -0.3854

Record 2
ORCA calculation (the ωB97M-V functional and the def2-TZVPD basis) on C26H49BBeCs2F7N6O12S4 as an isolated structure in a non-equilibrium geometry.

Positions of all 108 atoms, in Å:
C 3.298237 0.981564 2.608736
C 2.546409 2.200890 3.225480
B 1.511611 2.885491 2.269023
O 1.110331 2.281909 1.084625
C 0.832340 4.309923 2.631521
C -0.014352 4.151703 3.857897
C -1.503550 3.836775 3.651854
C -1.858923 2.665280 2.759166
C -1.397906 1.376539 2.981595
C -1.797561 0.289146 2.169655
C -2.651017 0.564280 1.096140
C -3.116155 1.844073 0.858881
C -2.734570 2.863326 1.695801
N 2.002064 5.235625 3.041481
C 2.881267 5.466850 2.108782
N 4.213668 5.143754 2.211974
N 2.452667 6.086343 0.955159
C 1.314570 5.356388 0.341015
C 0.204481 5.023966 1.434650
S -0.605356 6.647974 1.760280
H 4.363438 1.107897 2.792418
H 3.015668 0.069030 3.127419
H 3.135900 0.870693 1.537152
H 3.255106 2.901738 3.656634
H 1.954692 1.831674 4.070772
H 1.118403 1.319436 1.153881
H 0.443362 3.411761 4.514264
H 0.041490 5.102900 4.384950
H -2.092057 4.697560 3.339201
H -1.888838 3.575743 4.640135
H -0.738369 1.248325 3.839040
H -1.416620 -0.786078 2.416558
H -2.960358 -0.237331 0.434157
H -3.791125 2.058215 0.042978
H -3.133419 3.870332 1.494509
H 2.431176 4.879271 3.911485
H 4.539978 4.422697 1.594153
H 4.823022 5.548010 2.900300
H 3.268236 6.082226 0.350383
H 1.671676 4.426752 -0.205366
H 0.890125 6.058356 -0.474211
H -0.533701 4.334581 0.954775
H 0.080030 7.463276 0.923675
O -4.469695 5.262089 0.992760
H -3.985219 5.645470 1.730247
C 0.638793 1.016978 -2.448212
C 0.835389 -0.159578 -3.377551
N 1.859610 -1.049510 -2.881633
C 2.265251 -2.056430 -3.856563
C 1.222283 -3.086745 -4.278216
C 1.692454 -1.523821 -1.520866
C 0.403716 -2.265349 -1.153564
H 1.586329 1.528311 -2.249220
H -0.053957 1.738014 -2.895023
H 0.204874 0.701124 -1.489741
H 1.147414 0.209321 -4.357643
H -0.139560 -0.648707 -3.529485
H 3.147681 -2.578040 -3.478863
H 2.614041 -1.531020 -4.751362
H 1.049203 -3.828517 -3.499852
H 1.579910 -3.630634 -5.153473
H 0.267584 -2.631008 -4.546452
H 1.779880 -0.663531 -0.845825
H 2.549778 -2.148506 -1.270336
H -0.492670 -1.772863 -1.535957
H 0.326723 -2.304847 -0.060575
H 0.406492 -3.294008 -1.510529
Cs 0.281760 3.752857 -1.417980
O 2.398611 -2.354303 1.418441
C 2.900278 -3.300858 2.022308
C 2.250478 -4.894045 1.163645
O 2.768785 -5.786186 1.802737
H 2.632060 -3.467068 3.082961
H 3.993596 -3.440773 1.983399
H 2.557693 -4.698722 0.118371
H 1.152112 -4.735064 1.214194
Cs -0.814560 -2.238779 3.010228
Be -2.686784 6.861189 3.458854
F 1.638460 3.907365 5.723258
N -0.816977 -4.826640 7.961262
O -1.811797 -5.446292 8.368270
O -0.787004 -4.407318 6.771484
O 0.151878 -4.614186 8.709894
C -0.886863 -9.182388 -5.142454
F -2.014602 -9.081823 -4.435618
F -0.305583 -10.343319 -4.824488
F -1.218466 -9.245141 -6.436646
S 0.220262 -7.756197 -4.797414
O 0.509250 -7.848637 -3.393295
O -0.531645 -6.601516 -5.205548
N 1.394284 -8.190250 -5.770229
S 2.643370 -7.226732 -5.843085
O 3.466038 -7.173970 -4.666499
O 2.417772 -5.965843 -6.498003
C 3.631689 -8.204930 -7.045295
F 2.984019 -8.357528 -8.206046
F 3.900678 -9.428674 -6.579117
F 4.793782 -7.599712 -7.301752
C -9.088727 4.176019 -0.834604
S -8.099141 2.753802 -0.350280
O -8.287995 2.565716 1.110886
C -6.510036 3.549127 -0.601493
H -10.138436 3.912770 -0.718459
H -8.848101 5.023183 -0.192300
H -8.887145 4.419988 -1.877879
H -6.420550 4.446774 0.016406
H -6.403869 3.803604 -1.657824
H -5.730902 2.847463 -0.315330

Cartesian forces, eV/Å:
-0.0318 0.5949 0.5671
-0.1931 -0.8001 -0.7028
-0.2218 -0.0787 0.2977
-0.4247 0.3967 0.1918
0.5819 1.1264 -1.1314
-1.6740 -0.0718 -0.0952
0.0750 -0.9040 -0.0089
-0.0720 -0.0151 -0.3435
0.2046 -0.7617 0.2171
0.4624 0.1775 0.2867
0.2388 -0.9940 -0.1025
0.1344 -0.3206 -0.0028
0.2168 1.1731 -0.0042
0.8878 -1.3103 0.4890
-0.3791 1.1209 0.3761
0.0608 1.0358 -0.0507
0.6446 -2.5183 -0.1442
0.0971 1.5466 0.1857
0.5704 0.3259 -1.8524
0.0697 -0.2942 0.1457
0.1039 -0.1350 -0.2081
-0.0549 -0.1753 -0.2021
0.1050 -0.1733 -0.0638
-0.1603 0.0800 0.2492
0.0860 0.4032 0.2711
0.3440 -0.0702 -0.2104
0.1251 0.3522 0.2829
0.0168 -0.1138 0.3225
0.0304 0.0527 -0.2091
0.0304 0.2428 0.1333
0.0220 -0.3032 0.0263
-3.3328 8.3231 -3.0339
-0.0453 -0.0947 0.0296
-0.0323 -0.0505 -0.0375
-0.3965 -0.0260 -0.1202
-0.6192 -0.2553 0.4973
0.3234 0.1736 -0.0976
-0.0367 -0.3886 0.3206
-0.2273 0.4337 -0.3759
1.5793 2.2885 2.8028
0.5886 -1.0279 1.3442
0.2625 0.6947 0.8416
0.1674 -0.3364 0.0463
0.4914 -0.3720 -0.3281
-0.1185 0.3184 0.1844
-0.3046 -0.1190 -0.0693
-0.0381 -0.1862 0.1087
0.2380 -0.0276 -0.0635
0.0967 -0.1786 -0.3437
0.0707 -0.1291 -0.0307
-0.0113 0.2115 0.2261
-0.0338 -0.1858 0.1094
0.1413 -0.2751 -0.0830
0.0191 -0.5483 -0.2673
0.0454 0.1204 -0.0928
0.0539 -0.0781 -0.0089
-0.0078 0.0237 -0.0013
-0.0302 0.0519 0.1504
-0.0667 0.1389 0.0546
-0.0784 -0.0249 -0.0408
-0.0218 -0.0700 0.0296
-0.0016 0.0063 0.0142
0.0424 0.0080 -0.0228
0.0230 -0.0227 -0.1161
0.0093 0.0000 -0.0247
0.0097 0.0308 -0.0603
-0.0977 0.0359 -0.1027
-3.6799 -1.9021 -3.3431
-0.6511 -0.7311 -0.3056
2.4343 4.1928 3.0435
-2.0577 -3.7331 -2.8936
0.3443 0.6752 0.5441
-0.9756 -0.8099 -0.3682
-0.1331 -0.7592 -1.0931
0.8073 0.5946 0.3561
0.1112 0.5220 0.8687
2.8687 -7.1415 3.1559
-0.7406 0.4207 0.4941
1.0319 0.1062 -0.3682
0.0281 -0.0231 0.1331
-0.0193 0.0164 -0.0632
0.0035 0.2157 -0.4519
0.0199 0.0281 -0.0639
0.0242 -0.5162 -0.3635
0.0332 0.1901 0.1084
0.0491 0.0595 0.1168
-0.0225 0.1419 0.0026
-0.4222 -0.0559 0.2059
0.2074 -0.1317 0.0476
0.0539 0.0595 -0.2500
-0.0135 0.5778 0.4037
0.5281 0.2965 -0.1223
-0.0572 -0.1978 0.1796
-0.2111 -0.0030 -0.1505
-0.1518 -0.5810 -0.3268
-0.0277 0.1449 -0.0049
0.0427 0.0596 0.1303
-0.0251 0.1816 0.1272
-0.0864 0.1306 0.0030
0.0797 -0.0422 -0.1376
-0.0463 -0.0047 0.0161
-0.0632 0.2241 0.0114
0.0176 -0.0580 0.0165
0.0601 -0.0423 0.0324
0.0145 -0.0249 -0.0025
0.1917 -0.0892 0.1086
-0.0422 -0.0536 -0.0180
-0.0827 0.0110 0.0723

Properties
- total energy (eV) = -125786.144
- HOMO-LUMO gap (eV) = 3.5
- total charge = -1
- multiplicity = 1
- E_HOMO (Eh) = -0.1926